[1]
Density functional theory data (wB97M-V/def2-TZVPD) for the molecule C3H9N3S at a distorted geometry.

Geometry as XYZ:
```
16
Properties=species:S:1:pos:R:3
H 1.543 -1.994 0.154
N 2.129 -1.485 -0.496
C 1.892 -0.229 -0.511
N 0.901 0.483 0.136
N 0.980 1.882 0.163
C 0.046 -0.139 1.120
C -1.126 -0.918 0.514
S -2.255 0.094 -0.459
H 2.508 0.395 -1.147
H 1.890 2.219 0.402
H 0.733 2.249 -0.738
H 0.622 -0.823 1.743
H -0.343 0.674 1.745
H -0.733 -1.750 -0.113
H -1.704 -1.370 1.317
H -1.381 0.439 -1.388
```

For the frontier orbital gap, the calculation gives 0.360 Eh. As for the max |F|: 1.108 eV/Å. The SMILES is [H]/N=C\N(N)CCS. The value obtained for the energy above the lowest of the compared OMol25 structures with the same formula, charge and spin is 1.4390 eV. As for the net charge: 0.

natural (NBO) population analysis, charges in e, atoms 1 to 4: 0.324 -0.702 0.274 -0.309

---

[2]
Density functional theory data (wB97M-V/def2-TZVPD) for a structure of composition C4H8O2 at a distorted geometry.

Geometry as XYZ:
```
14
Properties=species:S:1:pos:R:3
C 3.089 -0.066 -0.030
C 0.562 0.491 0.161
C -0.563 -0.172 0.113
C -2.893 -0.258 0.056
H 3.260 -0.392 1.117
H 3.161 0.922 -0.451
H 3.586 -0.644 -0.859
H 0.825 1.471 0.525
H -0.795 -1.164 -0.110
H -3.848 0.195 0.328
H -3.093 -0.942 -0.892
H -2.359 -1.211 0.838
O 1.524 -0.335 -0.071
O -1.763 0.559 -0.216
```

For the frontier orbital gap, the calculation gives 0.310 Eh. As for the max |F|: 7.414 eV/Å. The value obtained for the energy above the lowest of the compared OMol25 structures with the same formula, charge and spin is 5.8222 eV. As for the net charge: 0.

natural (NBO) population analysis, charges in e, atoms 1 to 4: -0.272 0.095 0.005 -0.243

---

[3]
Density functional theory data (wB97M-V/def2-TZVPD) for a structure of composition C8H14AuBrN3O.

Geometry as XYZ:
```
28
Properties=species:S:1:pos:R:3
Au 0.072 -0.464 -0.416
N -0.273 -1.555 1.314
C 0.755 -1.470 2.415
C 2.118 -1.930 1.942
C 2.772 -0.973 0.966
N 2.075 -0.977 -0.369
H -1.166 -1.230 1.693
H -0.419 -2.540 1.070
H 0.394 -2.111 3.222
H 0.762 -0.443 2.782
H 2.062 -2.939 1.518
H 2.770 -2.016 2.813
H 3.806 -1.269 0.772
H 2.778 0.056 1.328
H 2.116 -1.915 -0.781
H 2.570 -0.356 -1.009
O -1.092 2.608 -5.488
C -0.662 2.028 -4.414
C 0.689 1.954 -4.009
C 1.027 1.271 -2.875
N 0.083 0.653 -2.118
C -1.201 0.823 -2.484
Br -2.286 0.136 -1.022
C -1.664 1.462 -3.572
H -0.412 3.018 -6.049
H 1.467 2.442 -4.583
H 2.057 1.208 -2.552
H -2.715 1.586 -3.804
```

For the frontier orbital gap, the calculation gives 0.243 Eh. As for the max |F|: 0.321 eV/Å. The value obtained for the energy above the lowest of the compared OMol25 structures with the same formula, charge and spin is 0.0000 eV. As for the net charge: +3.

natural (NBO) population analysis, charges in e, atoms 1 to 4: 1.268 -0.768 -0.239 -0.465

---

Question: Which value of energy above the lowest of the compared OMol25 structures with the same formula, charge and spin does entry 2 give?
Answer: 5.8222 eV